# C44H121N11O11

11 unconnected molecules or ions with the total composition C44H121N11O11 (ωB97M-V/def2-TZVPD, OMol25).

Bonds (Å) are listed after each position.
Positions of all 187 atoms, in Å:
1 C -4.51681 -2.42217 -8.13570  O2 1.435, H7 1.090, H8 1.090, H9 1.090
2 O -4.58992 -2.29502 -9.56352  C1 1.435, C3 1.406
3 C -4.63337 -3.52020 -10.25128  O2 1.406, C4 1.517, H10 1.090, H11 1.090
4 C -4.66178 -3.30038 -11.75232  C3 1.517, C5 1.538, N6 1.470, H12 1.090
5 C -5.15425 -4.55208 -12.49774  C4 1.538, H13 1.090, H14 1.090, H15 1.090
6 N -3.41501 -2.84350 -12.38333  C4 1.470, H16 1.010, H17 1.010
7 H -4.70485 -1.47159 -7.63654  C1 1.090
8 H -3.51751 -2.69593 -7.79722  C1 1.090
9 H -5.23083 -3.06755 -7.62409  C1 1.090
10 H -3.93115 -4.27965 -9.90746  C3 1.090
11 H -5.58788 -3.95481 -9.95441  C3 1.090
12 H -5.38572 -2.49758 -11.89212  C4 1.090
13 H -6.12365 -4.88135 -12.12363  C5 1.090
14 H -4.47792 -5.39195 -12.33870  C5 1.090
15 H -5.22760 -4.28571 -13.55213  C5 1.090
16 H -2.60470 -3.09954 -11.83751  N6 1.010
17 H -3.34928 -1.84229 -12.26772  N6 1.010
18 C 0.69995 9.13755 8.42687  O19 1.441, H24 1.090, H25 1.090, H26 1.090
19 O -0.02632 8.95900 7.19554  C18 1.441, C20 1.415
20 C 0.80136 8.42542 6.17998  O19 1.415, C21 1.585, H27 1.090, H28 1.090
21 C -0.07159 7.99500 4.92849  C20 1.585, C22 1.503, N23 1.506, H29 1.090
22 C -1.06037 6.95498 5.37578  C21 1.503, H30 1.090, H31 1.090, H32 1.090
23 N 0.71285 7.32123 3.83424  C21 1.506, H33 1.010, H34 1.010
24 H -0.01030 9.57068 9.13117  C18 1.090
25 H 1.64325 9.68370 8.42179  C18 1.090
26 H 0.79521 8.23546 9.03125  C18 1.090
27 H 1.56085 9.13616 5.85421  C20 1.090
28 H 1.33726 7.51532 6.44948  C20 1.090
29 H -0.50346 8.92697 4.56377  C21 1.090
30 H -0.64052 6.06030 5.83554  C22 1.090
31 H -1.63775 6.65912 4.49990  C22 1.090
32 H -1.82715 7.31057 6.06405  C22 1.090
33 H 0.17425 7.09715 3.00975  N23 1.010
34 H 1.38907 8.01003 3.53698  N23 1.010
35 C 5.01213 -3.70736 9.63224  O36 1.457, H41 1.090, H42 1.090, H43 1.090
36 O 3.92765 -2.77340 9.36058  C35 1.457, C37 1.443
37 C 3.98650 -1.44940 9.93205  O36 1.443, C38 1.577, H44 1.090, H45 1.090
38 C 3.72689 -0.42283 8.76311  C37 1.577, C39 1.536, N40 1.450, H46 1.090
39 C 4.90038 -0.34716 7.77523  C38 1.536, H47 1.090, H48 1.090, H49 1.090
40 N 3.61507 0.95581 9.19883  C38 1.450, H50 1.010, H51 1.010
41 H 4.96722 -4.67054 9.12394  C35 1.090
42 H 4.96267 -3.79415 10.71765  C35 1.090
43 H 5.99409 -3.32827 9.34910  C35 1.090
44 H 3.25500 -1.46003 10.74005  C37 1.090
45 H 4.89883 -1.13796 10.44075  C37 1.090
46 H 2.74943 -0.54934 8.29763  C38 1.090
47 H 5.83593 0.01309 8.20307  C39 1.090
48 H 4.57304 0.18506 6.88210  C39 1.090
49 H 5.19380 -1.34390 7.44580  C39 1.090
50 H 3.75276 1.52180 8.37373  N40 1.010
51 H 2.65269 1.09954 9.46951  N40 1.010
52 C -1.93403 0.10593 3.08856  O53 1.434, H58 1.090, H59 1.090, H60 1.090
53 O -1.70159 0.48646 1.72527  C52 1.434, C54 1.425
54 C -0.34567 0.75510 1.37922  O53 1.425, C55 1.580, H61 1.090, H62 1.090
55 C -0.16409 1.76537 0.17755  C54 1.580, C56 1.523, N57 1.446, H63 1.090
56 C -0.53706 1.22172 -1.19492  C55 1.523, H64 1.090, H65 1.090, H66 1.090
57 N 1.19992 2.23088 0.29099  C55 1.446, H67 1.010, H68 1.010
58 H -2.01409 0.89393 3.83740  C52 1.090
59 H -1.10295 -0.45929 3.51039  C52 1.090
60 H -2.79870 -0.55739 3.06775  C52 1.090
61 H 0.00869 1.15303 2.33010  C54 1.090
62 H 0.31809 -0.10517 1.46566  C54 1.090
63 H -0.85896 2.59248 0.32301  C55 1.090
64 H -0.77043 2.01230 -1.90811  C56 1.090
65 H -1.44396 0.62104 -1.26431  C56 1.090
66 H 0.37704 0.75844 -1.56628  C56 1.090
67 H 1.23760 2.83642 1.09847  N57 1.010
68 H 1.38753 2.97008 -0.37119  N57 1.010
69 C -3.16664 9.95201 -1.15277  O70 1.405, H75 1.090, H76 1.090, H77 1.090
70 O -2.76340 8.89375 -1.98401  C69 1.405, C71 1.434
71 C -2.66441 9.33659 -3.34447  O70 1.434, C72 1.566, H78 1.090, H79 1.090
72 C -1.87905 8.25541 -4.16156  C71 1.566, C73 1.568, N74 1.446, H80 1.090
73 C -0.49153 7.96394 -3.49197  C72 1.568, H81 1.090, H82 1.090, H83 1.090
74 N -1.41353 8.73164 -5.44505  C72 1.446, H84 1.010, H85 1.010
75 H -3.05403 9.58830 -0.13142  C69 1.090
76 H -4.20435 10.23764 -1.32498  C69 1.090
77 H -2.48226 10.78304 -1.32338  C69 1.090
78 H -3.62723 9.36151 -3.85483  C71 1.090
79 H -2.09084 10.26251 -3.38692  C71 1.090
80 H -2.44749 7.33189 -4.27151  C72 1.090
81 H 0.13162 8.84916 -3.36482  C73 1.090
82 H 0.05921 7.20862 -4.05258  C73 1.090
83 H -0.62768 7.61271 -2.46912  C73 1.090
84 H -2.02392 9.38200 -5.91893  N74 1.010
85 H -1.37263 7.93849 -6.06902  N74 1.010
86 C 5.39731 -8.46012 0.76914  O87 1.424, H92 1.090, H93 1.090, H94 1.090
87 O 4.59625 -7.35688 0.35876  C86 1.424, C88 1.401
88 C 5.21679 -6.45091 -0.51099  O87 1.401, C89 1.496, H95 1.090, H96 1.090
89 C 4.29518 -5.30473 -0.78251  C88 1.496, C90 1.517, N91 1.467, H97 1.090
90 C 3.00144 -5.63135 -1.50328  C89 1.517, H98 1.090, H99 1.090, H100 1.090
91 N 4.99426 -4.28721 -1.57418  C89 1.467, H101 1.010, H102 1.010
92 H 4.84129 -9.38129 0.94341  C86 1.090
93 H 6.01461 -8.10633 1.59489  C86 1.090
94 H 6.03831 -8.65718 -0.09015  C86 1.090
95 H 6.09534 -5.95766 -0.09509  C88 1.090
96 H 5.66960 -6.79897 -1.43938  C88 1.090
97 H 3.89393 -4.94660 0.16556  C89 1.090
98 H 2.38024 -6.28445 -0.89034  C90 1.090
99 H 3.09182 -6.30520 -2.35525  C90 1.090
100 H 2.35541 -4.81538 -1.82722  C90 1.090
101 H 5.63147 -3.90263 -0.89142  N91 1.010
102 H 4.36209 -3.55330 -1.86027  N91 1.010
103 C -10.31280 -1.61763 6.35645  O104 1.392, H109 1.090, H110 1.090, H111 1.090
104 O -10.59857 -1.46472 7.70987  C103 1.392, C105 1.486
105 C -11.65052 -2.31104 8.32991  O104 1.486, C106 1.558, H112 1.090, H113 1.090
106 C -13.08682 -2.36590 7.73003  C105 1.558, C107 1.557, N108 1.479, H114 1.090
107 C -13.74938 -0.95704 7.74841  C106 1.557, H115 1.090, H116 1.090, H117 1.090
108 N -13.92801 -3.22886 8.58690  C106 1.479, H118 1.010, H119 1.010
109 H -9.44741 -1.11367 5.92609  C103 1.090
110 H -11.16515 -1.38454 5.71829  C103 1.090
111 H -10.11699 -2.67007 6.15125  C103 1.090
112 H -11.21376 -3.27971 8.57288  C105 1.090
113 H -11.62548 -1.85058 9.31755  C105 1.090
114 H -12.93525 -2.64864 6.68831  C106 1.090
115 H -13.17817 -0.18155 7.23808  C107 1.090
116 H -13.89623 -0.68895 8.79466  C107 1.090
117 H -14.63064 -1.08896 7.12065  C107 1.090
118 H -14.89313 -3.05728 8.34359  N108 1.010
119 H -13.92603 -2.87415 9.53255  N108 1.010
120 C -1.00167 -7.79054 7.39544  O121 1.480, H126 1.090, H127 1.090, H128 1.090
121 O -1.63613 -9.10710 7.62686  C120 1.480, C122 1.431
122 C -2.49619 -9.22955 8.76391  O121 1.431, C123 1.575, H129 1.090, H130 1.090
123 C -3.31973 -10.53078 8.43187  C122 1.575, C124 1.488, N125 1.420, H131 1.090
124 C -4.45281 -10.87147 9.33376  C123 1.488, H132 1.090, H133 1.090, H134 1.090
125 N -2.47186 -11.66710 8.50457  C123 1.420, H135 1.010, H136 1.010
126 H -0.70788 -7.64693 6.35565  C120 1.090
127 H -0.12157 -7.69956 8.03202  C120 1.090
128 H -1.69476 -6.95346 7.47921  C120 1.090
129 H -2.03912 -9.33068 9.74826  C122 1.090
130 H -3.25053 -8.45632 8.90949  C122 1.090
131 H -3.66951 -10.44008 7.40352  C123 1.090
132 H -5.08240 -10.00328 9.52858  C124 1.090
133 H -4.11209 -11.04478 10.35453  C124 1.090
134 H -5.05376 -11.74487 9.08050  C124 1.090
135 H -1.61666 -11.46704 8.00587  N125 1.010
136 H -2.06829 -11.87670 9.40641  N125 1.010
137 C 11.75491 3.52059 1.87574  O138 1.404, H143 1.090, H144 1.090, H145 1.090
138 O 11.28713 2.35335 2.50076  C137 1.404, C139 1.484
139 C 9.81605 2.17467 2.42180  O138 1.484, C140 1.503, H146 1.090, H147 1.090
140 C 9.42439 0.97280 1.60875  C139 1.503, C141 1.526, N142 1.463, H148 1.090
141 C 9.76932 1.14818 0.13231  C140 1.526, H149 1.090, H150 1.090, H151 1.090
142 N 7.99904 0.64541 1.57947  C140 1.463, H152 1.010, H153 1.010
143 H 11.67402 4.44850 2.44190  C137 1.090
144 H 11.26235 3.73733 0.92785  C137 1.090
145 H 12.82398 3.44349 1.67761  C137 1.090
146 H 9.52048 2.05322 3.46392  C139 1.090
147 H 9.30401 3.03414 1.98911  C139 1.090
148 H 9.92123 0.10868 2.04980  C140 1.090
149 H 9.48703 0.48165 -0.68262  C141 1.090
150 H 10.83953 1.35380 0.15361  C141 1.090
151 H 9.44354 2.15393 -0.13311  C141 1.090
152 H 7.52989 0.28333 2.39734  N142 1.010
153 H 7.44527 1.24871 0.98832  N142 1.010
154 C -0.86836 3.42510 -9.36388  O155 1.444, H160 1.090, H161 1.090, H162 1.090
155 O -1.15992 4.39602 -10.39212  C154 1.444, C156 1.485
156 C -0.34649 4.54939 -11.62495  O155 1.485, C157 1.563, H163 1.090, H164 1.090
157 C -0.49696 3.24955 -12.47902  C156 1.563, C158 1.649, N159 1.518, H165 1.090
158 C 0.41572 3.45165 -13.83712  C157 1.649, H166 1.090, H167 1.090, H168 1.090
159 N -1.96782 3.03180 -12.78624  C157 1.518, H169 1.010, H170 1.010
160 H 0.07885 3.61006 -8.85723  C154 1.090
161 H -0.82587 2.38027 -9.67147  C154 1.090
162 H -1.54437 3.59232 -8.52535  C154 1.090
163 H -0.69088 5.44683 -12.13886  C156 1.090
164 H 0.70718 4.73179 -11.41383  C156 1.090
165 H -0.06120 2.49791 -11.82079  C157 1.090
166 H 1.25417 4.14763 -13.81021  C158 1.090
167 H -0.17671 3.82234 -14.67361  C158 1.090
168 H 0.67139 2.42718 -14.10765  C158 1.090
169 H -2.44850 3.01223 -11.89815  N159 1.010
170 H -2.31379 3.69200 -13.46781  N159 1.010
171 C 4.56883 0.83578 -6.20000  O172 1.393, H177 1.090, H178 1.090, H179 1.090
172 O 3.75718 -0.26571 -6.46289  C171 1.393, C173 1.488
173 C 3.62715 -0.60696 -7.90585  O172 1.488, C174 1.586, H180 1.090, H181 1.090
174 C 3.35098 -2.16393 -8.02507  C173 1.586, C175 1.535, N176 1.450, H182 1.090
175 C 1.95798 -2.46286 -7.45429  C174 1.535, H183 1.090, H184 1.090, H185 1.090
176 N 4.28167 -3.00810 -7.30229  C174 1.450, H186 1.010, H187 1.010
177 H 5.52354 0.56999 -6.65385  C171 1.090
178 H 4.73849 1.11581 -5.16034  C171 1.090
179 H 4.23261 1.74232 -6.70324  C171 1.090
180 H 2.82779 -0.09887 -8.44526  C173 1.090
181 H 4.50224 -0.40351 -8.52304  C173 1.090
182 H 3.44096 -2.42303 -9.08000  C174 1.090
183 H 1.29826 -1.88509 -8.10164  C175 1.090
184 H 1.90266 -2.14075 -6.41444  C175 1.090
185 H 1.67376 -3.51297 -7.52199  C175 1.090
186 H 3.97146 -2.98125 -6.34149  N176 1.010
187 H 5.12219 -2.45187 -7.23715  N176 1.010

Its net charge is 0. The value obtained for the largest force on an atom is 3.45 eV/A. Its spin multiplicity is 1. Its SMILES is COC[C@H](C)N.COC[C@H](C)N.COC[C@H](C)N.COC[C@H](C)N.COC[C@H](C)N.COC[C@H](C)N.COC[C@H](C)N.COC[C@H](C)N.COC[C@H](C)N.COC[C@H](C)N.COC[C@H](C)N. As for the HOMO energy: -8.92 eV. Its HOMO-LUMO gap is 9.1 eV.

# C4H10N2O

C4H10N2O in the gas phase (ωB97M-V/def2-TZVPD, OMol25).

Bonds (Å) are listed after each position.
Positions of all 17 atoms, in Å:
1 C -1.95979 -1.69991 0.20056  C2 1.308, H8 1.138, H9 1.154
2 C -1.37725 -0.58320 -0.15250  C1 1.308, N3 1.404, H10 1.134
3 N 0.00060 -0.43929 -0.37913  C2 1.404, C4 1.485, N6 1.489
4 C 0.48236 0.92563 -0.71245  N3 1.485, C5 1.568, H11 1.150, H12 1.180
5 C 0.31114 1.96499 0.44964  C4 1.568, H13 1.109, H14 1.134, H15 1.049
6 N 1.03481 -1.21842 0.35504  N3 1.489, O7 1.474, H16 1.054
7 O 2.46085 -1.18452 -0.01558  N6 1.474, H17 1.023
8 H -1.23118 -2.56688 0.30840  C1 1.138
9 H -3.11004 -1.63497 0.13496  C1 1.154
10 H -1.84259 0.35873 -0.58026  C2 1.134
11 H -0.39466 1.13656 -1.42527  C4 1.150
12 H 1.58742 0.93101 -1.12525  C4 1.180
13 H 0.75421 2.92748 0.12305  C5 1.109
14 H -0.77759 2.20495 0.65821  C5 1.134
15 H 0.66124 1.63100 1.38081  C5 1.049
16 H 0.67563 -2.13821 -0.01251  N6 1.054
17 H 2.72482 -0.61496 0.79227  O7 1.023

Its net charge is 0. The value obtained for the largest force on an atom is 3.89 eV/A. Its spin multiplicity is 1. Its SMILES is C=CN(CC)NO. As for the HOMO energy: -7.61 eV. Its HOMO-LUMO gap is 8.5 eV.